Record 1
Density functional theory data (the ωB97M-V functional and the def2-TZVPD basis) for one molecule with the formula C17H17N3O3S in a non-equilibrium geometry.

Results
Gap between HOMO and LUMO, Eh: 0.307
SMILES: COc1ccc(OC)c(C(=O)CSc2nc3cccnc3n2C)c1
HOMO energy, eV: -7.996
Strongest force on any atom, eV Å⁻¹: 1.11
Energy above the lowest of the compared OMol25 structures with the same formula, charge and spin, eV: 2.082
Energy, Eh: -1446.18298

Atoms and positions in Å:
C: 2.7756 -3.6428 1.1761
H: 2.8187 -2.6493 1.6333
O: 1.4631 -4.1545 1.1745
C: 0.5147 -3.4888 0.4632
C: 0.7187 -2.3154 -0.2418
C: -0.3135 -1.6956 -0.9519
C: -1.5909 -2.2822 -0.9677
C: -1.7884 -3.4620 -0.2509
C: -0.7620 -4.0524 0.4541
H: -0.9295 -4.9636 1.0062
H: -2.7567 -3.9354 -0.2376
O: -2.5675 -1.6860 -1.7048
C: -3.8497 -2.2691 -1.7451
H: -4.4426 -1.6170 -2.3850
H: -3.8230 -3.2734 -2.1789
H: -4.3054 -2.3098 -0.7512
C: 0.0674 -0.4454 -1.6461
O: 1.2274 -0.1378 -1.8039
C: -1.0536 0.4424 -2.1452
H: -1.8548 0.5159 -1.4140
H: -1.4456 0.0663 -3.0896
S: -0.4202 2.1126 -2.4582
C: 0.0274 2.4600 -0.8233
N: -0.2732 1.7011 0.1984
C: 0.2685 2.3425 1.2807
C: 0.2943 2.0437 2.6341
C: 0.9483 2.9550 3.4481
C: 1.5367 4.0969 2.9076
N: 1.5289 4.4088 1.6197
C: 0.9056 3.5355 0.8503
N: 0.7328 3.5849 -0.5055
C: 1.2165 4.5909 -1.4057
H: 1.7997 5.3010 -0.8227
H: 1.8411 4.1351 -2.1762
H: 0.3819 5.1037 -1.8886
H: 2.0455 4.8072 3.5445
H: 1.0064 2.7864 4.5125
H: -0.1705 1.1517 3.0250
H: 1.6791 -1.8255 -0.2693
H: 3.3619 -4.3411 1.7718
H: 3.1870 -3.5944 0.1632

Atoms 1-6, force components in eV/Å:
0.18 0.06 0.01
0.00 -0.02 -0.03
-0.23 -0.14 0.05
-0.28 0.09 -0.16
0.03 -0.14 0.13
-0.16 -0.57 0.23

Record 2
Density functional theory data (the ωB97M-V functional and the def2-TZVPD basis) for C30H50NdP2S as an isolated structure in a non-equilibrium geometry.

Results
Gap between HOMO and LUMO (alpha / beta), Eh: 0.236 / 0.241
<S²>: 3.75
HOMO energy (alpha / beta), eV: -9.128 / -9.133
Charge: +1
Strongest force on any atom, eV Å⁻¹: 3.57
Energy, Eh: -2815.13225
2S+1: 4

Atoms and positions in Å:
Nd: -0.1078 -0.1976 -0.2411
C: 1.4770 1.7155 -0.8272
C: 0.1918 2.0331 -1.3760
C: 0.0275 2.1668 0.9242
C: 1.3812 1.8423 0.5891
C: -0.7046 2.3152 -0.2860
C: 2.7416 1.5190 -1.6287
H: 2.5977 1.0312 -2.6082
H: 3.5386 0.9556 -1.1224
H: 3.1479 2.5176 -1.8394
C: 2.5281 1.8938 1.5453
H: 3.4723 1.5916 1.0811
H: 2.3810 1.2571 2.4268
H: 2.6247 2.9241 1.9151
C: -0.4914 2.5012 2.2936
H: -0.4785 3.5938 2.4134
H: 0.1163 2.0688 3.0985
H: -1.5286 2.1814 2.4890
C: -1.9970 3.0905 -0.3368
H: -1.6994 4.1501 -0.3843
H: -2.6000 2.9741 0.5752
H: -2.6582 2.8869 -1.1929
C: 0.0989 2.5576 -2.7740
H: 0.6730 3.5016 -2.7387
H: -0.9342 2.7498 -3.0890
H: 0.5746 1.9009 -3.5210
C: -1.1530 -2.0005 -2.9715
C: -0.4438 -1.0804 -3.6311
C: -0.7904 -0.6726 -5.0545
C: -2.0818 0.2160 -5.1750
C: -2.8358 0.4920 -3.8744
C: -3.5450 -0.4627 -3.2694
C: -3.6104 -1.8865 -3.8142
C: -2.3127 -2.7444 -3.6194
H: -0.9250 -1.5640 -5.6984
H: -2.7687 -0.3206 -5.8511
H: 0.0590 -0.1141 -5.4829
H: -2.0213 -3.1535 -4.6063
H: -1.0202 -2.2480 -1.9050
H: 0.3752 -0.4899 -3.1943
H: -2.5688 -3.6088 -2.9851
H: -4.4651 -2.3977 -3.3392
H: -4.1804 -0.2549 -2.4045
H: -3.8179 -1.8425 -4.8977
H: -1.8262 1.1724 -5.6659
H: -2.8174 1.5230 -3.5161
P: 2.0555 -1.9398 -0.0055
C: 3.3936 -1.2932 0.9801
H: 3.9824 -2.2066 1.0114
H: 3.0795 -0.9969 1.9835
H: 3.8877 -0.4630 0.4755
C: 1.4691 -3.4790 0.7006
H: 2.4371 -3.9777 0.7425
H: 0.7626 -3.9622 0.0153
H: 1.0266 -3.3214 1.6915
C: 2.7939 -2.2590 -1.6104
H: 2.0832 -2.8041 -2.2394
H: 3.6219 -2.8618 -1.2391
H: 3.1211 -1.3236 -2.0799
P: -2.4421 -0.9158 1.1105
C: -3.6436 0.4202 1.0527
H: -4.5139 -0.2241 1.1628
H: -3.6459 1.0289 0.1391
H: -3.4506 1.0215 1.9460
C: -2.8492 -2.6280 0.7057
H: -3.4364 -2.6262 -0.2178
H: -3.4042 -2.8530 1.6180
H: -1.9471 -3.2593 0.6286
C: -2.2849 -1.0250 2.9027
H: -3.3513 -1.1854 3.0882
H: -1.9046 -0.0826 3.3186
H: -1.6452 -1.8773 3.1649
S: 0.7050 -0.7341 2.8584
C: 1.8614 -0.5966 4.1236
C: 2.7136 -1.6998 4.3670
C: 3.6828 -1.6100 5.3582
C: 3.8177 -0.4425 6.1255
C: 2.9646 0.6450 5.8821
C: 1.9879 0.5854 4.8906
H: 2.5963 -2.6018 3.7671
H: 4.3308 -2.4609 5.5423
H: 4.5761 -0.3852 6.9132
H: 3.0556 1.5475 6.4793
H: 1.3153 1.4202 4.7108

Atoms 1-6, force components in eV/Å:
0.08 -0.73 0.45
-0.14 0.47 0.70
0.17 0.57 0.43
0.18 -0.09 -0.42
-0.07 0.14 -0.38
0.74 0.65 -0.14

Record 3
Density functional theory data (the ωB97M-V functional and the def2-TZVPD basis) for C15H45N3OPS3SbSi4SnTe as an isolated structure in a non-equilibrium geometry.

Results
Gap between HOMO and LUMO (alpha / beta), Eh: 0.247 / 0.174
<S²>: 0.76
HOMO energy (alpha / beta), eV: -10.238 / -10.209
Charge: +1
Strongest force on any atom, eV Å⁻¹: 1.63
Energy above the lowest of the compared OMol25 structures with the same formula, charge and spin, eV: 2.301
Energy, Eh: -4254.48759
2S+1: 2

Atoms and positions in Å:
Sn: -2.0617 0.8230 1.1160
S: -2.7478 2.9032 2.3884
Sb: -0.3950 2.9802 2.8751
S: -0.3195 0.6299 3.2011
S: 0.0354 2.3930 0.4266
C: 5.8874 -1.9765 0.1961
Si: 3.9853 -1.9068 0.4103
C: 3.5035 -2.5948 2.1309
C: 3.1654 -2.9116 -0.9953
Si: 3.2352 0.4133 0.3977
Te: 0.7123 0.1058 0.2194
Si: 3.8863 1.7108 -1.8543
C: 5.7833 1.8902 -1.7370
C: 2.9550 3.3666 -1.9161
C: 3.3532 0.4970 -3.2246
Si: 3.8593 1.8040 2.3647
C: 3.3232 3.6069 2.0129
C: 5.7594 1.6613 2.4715
C: 3.0904 1.0615 3.9390
H: 6.2585 -2.9830 0.3687
H: 6.3941 -1.3193 0.8941
H: 6.1952 -1.6936 -0.8048
H: 3.5347 -3.6806 2.1621
H: 2.4944 -2.2870 2.3929
H: 4.1751 -2.2297 2.9021
H: 3.3496 -3.9761 -0.8854
H: 3.5454 -2.6184 -1.9678
H: 2.0901 -2.7570 -0.9953
H: 6.0746 2.5928 -0.9645
H: 6.2047 2.2456 -2.6730
H: 6.2534 0.9410 -1.5068
H: 3.3756 4.0958 -1.2321
H: 1.9121 3.2315 -1.6429
H: 2.9847 3.7978 -2.9131
H: 3.9816 -0.3868 -3.2382
H: 3.4093 0.9540 -4.2088
H: 2.3303 0.1670 -3.0659
H: 4.0031 4.0990 1.3247
H: 3.2994 4.1951 2.9259
H: 2.3307 3.6443 1.5697
H: 6.2497 1.9654 1.5556
H: 6.0580 0.6405 2.6781
H: 6.1469 2.2807 3.2733
H: 2.0225 0.8960 3.8195
H: 3.2200 1.7007 4.8089
H: 3.5356 0.0992 4.1720
C: -3.2847 -0.5532 -2.4479
N: -4.0683 -1.3526 -1.5312
C: -4.3504 -2.6882 -2.0052
P: -5.0402 -0.5267 -0.4534
O: -4.1823 0.4898 0.1899
N: -5.6154 -1.5734 0.7027
C: -4.6897 -2.1154 1.6696
C: -6.8150 -2.3644 0.5169
N: -6.3005 0.2470 -1.1915
C: -7.0317 -0.1936 -2.3551
C: -6.9340 1.2982 -0.4217
H: -2.2960 -1.0021 -2.5862
H: -3.1686 0.4400 -2.0226
H: -3.7672 -0.4501 -3.4235
H: -3.4071 -3.2267 -2.1366
H: -4.8820 -2.6823 -2.9619
H: -4.9534 -3.2253 -1.2781
H: -3.9879 -1.3366 1.9607
H: -4.1220 -2.9684 1.2810
H: -5.2390 -2.4229 2.5608
H: -7.4221 -1.9349 -0.2769
H: -7.3964 -2.3477 1.4433
H: -6.5840 -3.4071 0.2689
H: -6.4983 -1.0088 -2.8379
H: -7.1158 0.6395 -3.0580
H: -8.0460 -0.5245 -2.1065
H: -6.2344 1.6065 0.3496
H: -7.8629 0.9614 0.0476
H: -7.1443 2.1504 -1.0708

Atoms 1-6, force components in eV/Å:
-1.54 0.01 0.55
0.24 0.00 0.03
-0.56 -0.33 -0.05
-0.05 -0.51 0.21
0.56 0.40 -1.17
-0.77 0.15 0.06